[1]
Entry from the Open Molecules 2025 dataset: a structure of composition C36H21F4MnN5P (the ωB97M-V functional and the def2-TZVPD basis).

Results
frontier orbital gap (spin up / spin down) = 6.0 / 6.3 eV
net charge = +1
relative energy (zero: lowest compared OMol25 entry of this formula, charge and spin) = 0.0000 eV
2S+1 = 6
HOMO energy (spin up / spin down) = -10.58 / -11.24 eV

Element x y z (Å)
Mn (1.546, -0.886, -0.049)
C (1.685, 2.836, -4.991)
C (1.337, 3.737, -3.996)
C (1.309, 3.335, -2.668)
C (1.633, 2.021, -2.344)
C (1.979, 1.113, -3.348)
C (2.009, 1.523, -4.670)
P (1.672, 1.441, -0.645)
C (0.651, 2.504, 0.386)
C (-0.665, 2.742, -0.018)
C (-1.518, 3.459, 0.801)
C (-1.070, 3.930, 2.030)
C (0.238, 3.695, 2.430)
C (1.103, 2.980, 1.612)
C (3.303, 1.253, 0.042)
C (4.440, 2.051, 0.144)
C (5.517, 1.528, 0.838)
C (5.454, 0.256, 1.411)
C (4.323, -0.537, 1.294)
C (3.232, -0.021, 0.596)
H (1.703, 3.158, -6.024)
H (1.089, 4.758, -4.251)
H (1.041, 4.040, -1.892)
H (2.228, 0.087, -3.097)
H (2.280, 0.823, -5.448)
H (-1.016, 2.381, -0.979)
H (-2.538, 3.647, 0.492)
H (-1.748, 4.473, 2.674)
H (0.590, 4.064, 3.384)
H (2.117, 2.785, 1.937)
H (4.484, 3.035, -0.305)
H (6.422, 2.111, 0.940)
H (6.311, -0.121, 1.953)
H (4.296, -1.527, 1.730)
C (-2.650, -3.991, -3.664)
C (-1.612, -3.166, -2.979)
C (-0.323, -3.654, -2.771)
C (0.576, -2.915, -2.040)
N (0.279, -1.710, -1.519)
C (-0.941, -1.210, -1.763)
C (-1.900, -1.899, -2.473)
H (-2.209, -4.627, -4.430)
H (-3.425, -3.371, -4.112)
H (-3.121, -4.645, -2.926)
H (-0.036, -4.628, -3.139)
H (1.564, -3.303, -1.825)
H (-1.152, -0.232, -1.347)
H (-2.876, -1.457, -2.619)
F (-0.377, -0.555, 1.435)
C (-1.339, -1.141, 2.206)
C (-2.119, -0.291, 2.945)
F (-1.832, 1.005, 2.896)
C (-3.204, -0.764, 3.709)
C (-3.405, -2.162, 3.650)
C (-2.599, -2.997, 2.910)
F (-2.848, -4.302, 2.925)
C (-1.522, -2.521, 2.157)
C (-0.678, -3.387, 1.341)
C (0.621, -3.028, 1.150)
N (1.717, -2.621, 0.982)
C (-1.216, -4.448, 0.564)
N (-1.616, -5.280, -0.124)
F (-4.401, -2.705, 4.332)
C (-4.039, 0.113, 4.464)
C (-5.107, -0.334, 5.279)
N (-6.001, -0.639, 5.938)
C (-3.874, 1.523, 4.438)
N (-3.767, 2.670, 4.440)

=====

[2]
Entry from the Open Molecules 2025 dataset: a structure of composition C36H22F4N4SSbTi in a non-equilibrium geometry (the ωB97M-V functional and the def2-TZVPD basis).

Results
frontier orbital gap = 5.0 eV
net charge = +3
relative energy (zero: lowest compared OMol25 entry of this formula, charge and spin) = 0.0296 eV
HOMO energy = -16.12 eV

Element x y z (Å)
Ti (-0.888, -0.603, -0.009)
S (-0.379, 3.546, 5.993)
N (-0.217, 1.960, 5.842)
C (-0.412, 1.702, 4.564)
C (-0.347, 0.390, 3.952)
C (-0.054, -0.786, 4.656)
C (0.021, -1.989, 3.983)
C (-0.188, -2.007, 2.620)
N (-0.483, -0.895, 1.934)
C (-0.577, 0.306, 2.589)
C (-0.869, 1.490, 1.790)
N (-1.028, 1.324, 0.437)
C (-1.230, 2.397, -0.345)
C (-1.311, 3.675, 0.173)
C (-1.154, 3.857, 1.530)
C (-0.910, 2.752, 2.359)
C (-0.683, 2.853, 3.786)
N (-0.689, 3.975, 4.481)
H (0.116, -0.726, 5.726)
H (0.250, -2.912, 4.501)
H (-0.112, -2.926, 2.063)
H (-1.335, 2.220, -1.404)
H (-1.487, 4.509, -0.493)
H (-1.198, 4.847, 1.973)
F (6.085, -1.828, -5.165)
C (5.210, -1.704, -4.178)
C (5.549, -0.928, -3.083)
C (4.636, -0.804, -2.049)
C (3.403, -1.447, -2.139)
C (3.086, -2.233, -3.244)
C (3.995, -2.352, -4.284)
Sb (2.161, -1.322, -0.432)
C (2.116, 0.809, -0.390)
C (2.180, 1.467, 0.843)
C (2.248, 2.851, 0.904)
C (2.231, 3.563, -0.283)
F (2.246, 4.887, -0.227)
C (2.212, 2.945, -1.526)
C (2.167, 1.561, -1.571)
C (0.220, -1.573, -1.577)
C (-0.401, -0.650, -2.455)
C (-1.539, -1.004, -3.165)
C (-2.056, -2.292, -3.024)
F (-3.135, -2.605, -3.689)
C (-1.471, -3.235, -2.201)
C (-0.361, -2.854, -1.448)
H (6.514, -0.440, -3.052)
H (4.892, -0.192, -1.191)
H (2.136, -2.750, -3.315)
H (3.779, -2.941, -5.167)
H (2.211, 0.900, 1.768)
H (2.338, 3.385, 1.845)
H (2.266, 3.548, -2.424)
H (2.230, 1.065, -2.532)
H (0.072, 0.298, -2.668)
H (-2.003, -0.326, -3.872)
H (-1.875, -4.240, -2.164)
H (0.120, -3.594, -0.818)
F (-6.685, -1.775, 1.089)
C (-5.441, -1.550, 0.756)
C (-4.482, -2.508, 1.083)
C (-3.179, -2.260, 0.732)
C (-2.818, -1.051, 0.102)
C (-3.821, -0.115, -0.226)
C (-5.134, -0.366, 0.090)
H (-4.783, -3.419, 1.586)
H (-2.442, -3.023, 0.945)
H (-3.586, 0.809, -0.732)
H (-5.925, 0.331, -0.156)

=====

[3]
Entry from the Open Molecules 2025 dataset: a structure of composition C36H23AsAuClN3O4 in a non-equilibrium geometry (the ωB97M-V functional and the def2-TZVPD basis).

Results
frontier orbital gap = 6.6 eV
net charge = +1
relative energy (zero: lowest compared OMol25 entry of this formula, charge and spin) = 1.8111 eV
HOMO energy = -11.47 eV

Element x y z (Å)
Au (-0.460, -0.542, -1.546)
O (-0.590, -5.774, 1.393)
C (0.671, -5.353, 1.441)
O (1.580, -6.098, 1.671)
C (0.922, -3.899, 1.200)
C (2.161, -3.288, 1.335)
Cl (3.669, -3.929, 1.726)
N (2.022, -1.974, 1.020)
N (0.758, -1.696, 0.682)
C (0.092, -2.838, 0.782)
C (-1.346, -2.748, 0.519)
O (-2.162, -3.601, 0.733)
O (-1.776, -1.556, -0.025)
C (3.018, -0.940, 0.998)
C (3.743, -0.649, 2.140)
C (4.687, 0.367, 2.084)
C (4.890, 1.066, 0.903)
C (4.150, 0.761, -0.232)
C (3.205, -0.252, -0.193)
H (-1.232, -5.060, 1.211)
H (3.565, -1.195, 3.056)
H (5.266, 0.609, 2.965)
H (5.638, 1.848, 0.864)
H (4.316, 1.304, -1.153)
H (2.628, -0.517, -1.068)
C (-2.405, -0.904, 5.162)
C (-3.107, -1.549, 4.152)
C (-2.823, -1.281, 2.823)
C (-1.823, -0.362, 2.517)
C (-1.123, 0.296, 3.524)
C (-1.415, 0.020, 4.850)
As (-1.521, 0.163, 0.720)
C (-0.383, 1.698, 0.578)
C (0.920, 1.891, 0.996)
C (1.486, 3.145, 0.812)
C (0.752, 4.158, 0.212)
C (-0.553, 3.947, -0.214)
C (-1.142, 2.701, -0.048)
C (-2.519, 2.344, -0.464)
C (-3.410, 3.183, -1.117)
C (-4.666, 2.702, -1.470)
C (-5.048, 1.397, -1.184)
C (-4.172, 0.544, -0.529)
C (-2.929, 1.038, -0.172)
H (-2.636, -1.119, 6.197)
H (-3.882, -2.263, 4.396)
H (-3.384, -1.785, 2.048)
H (-0.355, 1.023, 3.287)
H (-0.872, 0.526, 5.636)
H (1.488, 1.095, 1.453)
H (2.503, 3.326, 1.134)
H (1.202, 5.132, 0.070)
H (-1.101, 4.756, -0.677)
H (-3.139, 4.200, -1.364)
H (-5.356, 3.356, -1.986)
H (-6.028, 1.044, -1.475)
H (-4.452, -0.479, -0.311)
N (2.313, 0.565, -8.303)
C (1.884, 0.427, -7.246)
C (1.349, 0.258, -5.924)
C (0.185, -0.483, -5.734)
C (-0.333, -0.637, -4.457)
C (0.316, -0.074, -3.357)
C (1.469, 0.675, -3.563)
C (1.991, 0.844, -4.835)
H (-0.312, -0.929, -6.586)
H (-1.243, -1.208, -4.333)
H (1.970, 1.148, -2.727)
H (2.890, 1.426, -4.993)

=====

[4]
Entry from the Open Molecules 2025 dataset: a structure of composition C36H24F10N7O6Pb in a non-equilibrium geometry (the ωB97M-V functional and the def2-TZVPD basis).

Results
frontier orbital gap = 5.9 eV
net charge = -1
HOMO energy = -4.21 eV

Element x y z (Å)
Pb (0.067, 0.797, -0.483)
C (-3.364, 0.279, -1.648)
N (-2.665, 0.137, -0.386)
C (-2.833, -1.212, 0.139)
C (-1.753, -2.160, -0.421)
N (-0.595, -2.070, 0.421)
C (-0.419, -2.992, 1.366)
C (0.096, -2.625, 2.640)
F (0.245, -1.325, 2.936)
C (0.423, -3.542, 3.619)
F (0.885, -3.115, 4.809)
C (0.262, -4.907, 3.404)
F (0.580, -5.800, 4.366)
C (-0.221, -5.323, 2.170)
F (-0.346, -6.638, 1.898)
C (-0.558, -4.401, 1.201)
F (-0.956, -4.915, 0.007)
C (-3.090, 1.187, 0.523)
C (-2.296, 1.314, 1.821)
N (-0.850, 1.357, 1.684)
C (-0.157, 1.685, 2.784)
C (-0.640, 2.319, 3.966)
F (-1.949, 2.688, 4.131)
C (0.152, 2.632, 5.059)
F (-0.419, 3.240, 6.123)
C (1.501, 2.334, 5.079)
F (2.268, 2.622, 6.155)
C (2.029, 1.698, 3.960)
F (3.324, 1.334, 3.955)
C (1.235, 1.395, 2.876)
F (1.836, 0.718, 1.882)
H (-4.458, 0.249, -1.508)
H (-3.099, 1.226, -2.107)
H (-3.078, -0.522, -2.325)
H (-2.724, -1.192, 1.223)
H (-3.839, -1.602, -0.098)
H (-2.175, -3.171, -0.501)
H (-1.490, -1.799, -1.414)
H (-2.998, 2.127, -0.021)
H (-4.155, 1.062, 0.799)
H (-2.679, 2.230, 2.279)
H (-2.560, 0.481, 2.488)
O (3.788, 3.417, -0.226)
C (2.950, 2.556, -0.441)
N (1.642, 2.588, -0.134)
C (1.089, 3.555, 0.635)
O (1.558, 4.140, 1.589)
C (-0.290, 3.902, 0.117)
C (-0.966, 5.000, 0.640)
C (-2.140, 5.413, 0.038)
C (-2.569, 4.748, -1.104)
C (-1.847, 3.641, -1.533)
N (-0.763, 3.210, -0.917)
C (3.313, 1.391, -1.326)
C (4.616, 0.898, -1.302)
C (4.994, -0.040, -2.244)
C (4.065, -0.423, -3.203)
C (2.790, 0.116, -3.130)
N (2.410, 0.981, -2.208)
H (-0.552, 5.485, 1.510)
H (-2.713, 6.240, 0.437)
H (-3.447, 5.075, -1.641)
H (-2.141, 3.072, -2.407)
H (5.297, 1.277, -0.555)
H (5.997, -0.447, -2.255)
H (4.329, -1.119, -3.989)
H (2.036, -0.143, -3.862)
O (-1.147, -0.917, -5.540)
C (-0.750, -0.638, -4.280)
O (-1.001, 0.420, -3.768)
C (-0.047, -1.777, -3.638)
C (0.102, -3.003, -4.281)
C (0.630, -4.059, -3.548)
C (1.017, -3.844, -2.241)
C (0.923, -2.546, -1.716)
N (0.372, -1.552, -2.400)
C (1.478, -2.191, -0.396)
O (1.969, -3.263, 0.272)
O (1.831, -1.066, -0.073)
H (-1.631, -0.157, -5.897)
H (-0.204, -3.122, -5.308)
H (0.724, -5.036, -3.995)
H (1.396, -4.645, -1.628)
H (2.358, -2.936, 1.097)

=====

[5]
Entry from the Open Molecules 2025 dataset: a structure of composition C36H24F9N6O2Pb in a non-equilibrium geometry (the ωB97M-V functional and the def2-TZVPD basis).

Results
frontier orbital gap (spin up / spin down) = 5.6 / 5.9 eV
net charge = +1
relative energy (zero: lowest compared OMol25 entry of this formula, charge and spin) = 0.6803 eV
HOMO energy (spin up / spin down) = -10.51 / -10.50 eV

Element x y z (Å)
Pb (-0.225, 0.254, 0.217)
C (-0.624, -0.246, 4.983)
C (-0.487, 0.396, 3.633)
N (-1.340, 0.186, 2.705)
N (-2.495, -0.337, 2.685)
C (-3.152, -0.650, 1.543)
O (-2.631, -0.544, 0.423)
C (-4.550, -1.058, 1.741)
C (-5.388, -1.105, 0.625)
C (-6.721, -1.434, 0.773)
C (-7.226, -1.735, 2.028)
C (-6.396, -1.700, 3.139)
C (-5.064, -1.355, 3.003)
C (0.643, 1.286, 3.359)
C (1.602, 1.582, 4.330)
C (2.626, 2.460, 4.013)
C (2.644, 3.049, 2.759)
C (1.658, 2.687, 1.852)
N (0.699, 1.827, 2.134)
H (-1.508, -0.877, 4.996)
H (0.254, -0.852, 5.199)
H (-0.720, 0.514, 5.756)
H (-4.970, -0.869, -0.342)
H (-7.365, -1.455, -0.091)
H (-8.267, -2.000, 2.141)
H (-6.794, -1.937, 4.113)
H (-4.414, -1.314, 3.865)
H (1.559, 1.142, 5.313)
H (3.396, 2.683, 4.735)
H (3.409, 3.752, 2.475)
H (1.658, 3.083, 0.848)
C (0.492, -4.436, -0.018)
C (0.239, -3.123, 0.393)
N (0.024, -2.136, -0.448)
C (0.012, -2.366, -1.769)
C (0.226, -3.675, -2.280)
C (0.492, -4.710, -1.360)
C (0.143, -3.916, -3.667)
C (-0.203, -2.896, -4.518)
C (-0.355, -1.598, -4.045)
C (-0.169, -1.270, -2.696)
N (-0.188, -0.012, -2.213)
C (0.254, 1.079, -2.860)
C (0.986, 1.082, -4.060)
C (1.457, 2.256, -4.631)
C (1.211, 3.479, -4.052)
C (0.512, 3.547, -2.828)
C (0.255, 4.767, -2.169)
C (-0.421, 4.756, -0.974)
C (-0.772, 3.525, -0.413)
N (-0.533, 2.377, -1.006)
C (0.059, 2.352, -2.209)
H (0.704, -5.200, 0.714)
H (0.225, -2.871, 1.444)
H (0.691, -5.707, -1.727)
H (0.314, -4.914, -4.038)
H (-0.349, -3.090, -5.569)
H (-0.668, -0.823, -4.728)
H (1.233, 0.145, -4.525)
H (2.037, 2.198, -5.539)
H (1.568, 4.390, -4.509)
H (0.594, 5.693, -2.610)
H (-0.658, 5.671, -0.457)
H (-1.260, 3.470, 0.548)
F (4.300, 0.488, 1.724)
C (4.365, 0.739, 0.410)
F (4.167, 2.049, 0.260)
F (5.613, 0.490, 0.018)
C (3.263, -0.063, -0.349)
O (2.086, 0.481, -0.092)
C (3.584, -0.020, -1.872)
F (4.744, -0.576, -2.216)
F (3.587, 1.237, -2.326)
F (2.639, -0.666, -2.570)
C (3.401, -1.549, 0.108)
F (2.782, -1.748, 1.276)
F (2.841, -2.401, -0.762)
F (4.665, -1.942, 0.257)

=====

[6]
Entry from the Open Molecules 2025 dataset: a structure of composition C36H25AsF6N4O7PReS in a non-equilibrium geometry (the ωB97M-V functional and the def2-TZVPD basis).

Results
frontier orbital gap (spin up / spin down) = 5.0 / 6.7 eV
net charge = -2
relative energy (zero: lowest compared OMol25 entry of this formula, charge and spin) = 0.0000 eV
2S+1 = 3
HOMO energy (spin up / spin down) = -1.09 / -2.82 eV

Element x y z (Å)
Re (13.469, 11.914, 13.630)
O (13.894, 10.508, 17.573)
C (13.302, 10.944, 16.569)
O (13.960, 11.351, 15.505)
C (11.770, 11.058, 16.559)
C (11.157, 11.040, 17.815)
C (9.780, 11.216, 17.943)
C (9.022, 11.365, 16.801)
C (9.602, 11.326, 15.584)
C (11.034, 11.219, 15.382)
O (11.523, 11.175, 14.191)
N (8.738, 11.510, 14.424)
O (9.075, 12.296, 13.567)
O (7.659, 10.878, 14.380)
N (9.133, 11.253, 19.197)
O (9.790, 11.252, 20.215)
O (7.917, 11.230, 19.159)
H (11.817, 10.805, 18.678)
H (7.960, 11.598, 16.908)
C (18.061, 12.951, 9.825)
C (17.319, 11.763, 10.016)
C (16.557, 11.574, 11.136)
C (16.645, 12.526, 12.166)
C (17.344, 13.696, 11.985)
C (18.064, 13.933, 10.832)
P (15.800, 12.073, 13.710)
C (16.851, 10.706, 14.300)
C (16.294, 9.550, 14.868)
C (17.081, 8.478, 15.186)
C (18.477, 8.617, 15.059)
C (19.026, 9.684, 14.388)
C (18.220, 10.720, 14.015)
C (15.963, 13.440, 14.801)
C (16.924, 13.627, 15.786)
C (16.744, 14.616, 16.745)
C (15.650, 15.404, 16.700)
C (14.696, 15.265, 15.717)
C (14.789, 14.209, 14.809)
H (18.641, 13.040, 8.897)
H (17.383, 11.010, 9.276)
H (16.012, 10.638, 11.292)
H (17.370, 14.374, 12.856)
H (18.613, 14.826, 10.681)
H (15.227, 9.562, 15.083)
H (16.598, 7.594, 15.633)
H (19.145, 7.908, 15.511)
H (20.137, 9.666, 14.276)
H (18.683, 11.628, 13.529)
H (17.709, 12.846, 15.907)
H (17.515, 14.889, 17.482)
H (15.535, 16.239, 17.440)
H (13.792, 15.853, 15.632)
F (13.356, 8.941, 13.486)
As (13.216, 7.295, 13.939)
F (14.879, 6.999, 13.447)
F (12.611, 7.042, 12.366)
F (13.100, 5.566, 14.330)
F (11.610, 7.523, 14.566)
F (13.869, 7.714, 15.543)
C (13.688, 13.796, 13.899)
C (12.756, 14.879, 13.476)
C (13.210, 16.210, 13.245)
C (12.354, 17.202, 12.819)
C (10.990, 16.939, 12.645)
C (10.505, 15.636, 12.874)
C (11.381, 14.642, 13.282)
H (14.297, 16.481, 13.338)
H (12.723, 18.215, 12.711)
H (10.236, 17.714, 12.448)
H (9.456, 15.475, 12.819)
H (10.934, 13.675, 13.396)
S (12.949, 11.433, 11.349)
C (13.732, 12.172, 10.039)
N (13.905, 13.585, 10.108)
C (14.547, 14.266, 9.133)
C (14.962, 13.671, 8.005)
C (14.700, 12.233, 7.926)
N (14.018, 11.597, 8.922)
H (13.622, 13.992, 10.994)
H (14.719, 15.340, 9.367)
H (15.565, 14.228, 7.315)
H (14.817, 11.695, 6.982)

=====

no.,DFT total energy (hartree)
1,-3549.73316
2,-3490.46487
3,-4682.27274
4,-3412.56223
5,-2956.75505
6,-5785.42595